1.
The following is a DFT calculation (ωB97M-V/def2-TZVPD) of a molecular structure, C24H44N3OP2STb at a distorted geometry.

```
76
Properties=species:S:1:pos:R:3:forces:R:3
Tb -0.969028 -0.320273 -0.536048 0.789 0.003 1.014
P 0.153544 -2.871930 -1.230125 -0.095 -1.568 0.192
P 0.100005 2.314595 -0.977144 -0.824 1.456 -0.010
N 0.025082 -0.162079 -2.952671 0.077 -0.001 -1.301
C 0.177382 -2.681167 -3.046295 -0.285 -0.392 -0.398
H 0.752928 -3.532454 -3.457829 -0.296 0.486 -0.061
H -0.862800 -2.825324 -3.362324 0.075 -0.051 -0.108
C 0.664460 -1.355609 -3.615374 -0.252 -0.190 -0.579
H 1.743589 -1.289687 -3.688845 0.266 0.237 0.636
H 0.341229 -1.312489 -4.664704 0.216 -0.193 0.044
C 0.629564 1.095188 -3.553348 -0.387 0.139 -0.531
H 0.192400 1.160921 -4.562524 0.325 0.130 0.125
H 1.702070 1.020314 -3.754426 -0.035 -0.271 0.697
C 0.218969 2.369853 -2.817839 -0.123 0.373 -0.176
H -0.784247 2.659470 -3.175885 0.382 0.032 0.098
H 0.918753 3.192857 -3.064378 -0.467 -0.371 -0.113
C 1.581908 3.296796 -0.466909 0.368 -0.339 0.260
C 2.015859 2.966000 0.954957 0.401 0.100 0.342
H 3.002531 3.403332 1.151078 -0.175 -0.012 -0.076
H 2.108094 1.898233 1.140365 -0.107 -0.028 0.038
H 1.338470 3.376371 1.704620 -0.038 -0.036 -0.139
C -1.482450 3.347708 -0.672945 0.350 -0.418 -0.023
C -1.792872 3.470135 0.829591 -0.172 0.016 0.120
H -2.840255 3.802486 0.948923 0.471 -0.064 -0.019
H -1.147830 4.217224 1.328624 -0.239 -0.340 -0.304
H -1.694372 2.510976 1.367510 0.017 0.373 -0.219
C -1.425908 -3.912893 -0.969951 0.387 0.379 -0.123
C -1.680645 -4.289637 0.500123 -0.080 0.031 0.107
H -2.666955 -4.782062 0.559545 0.450 0.114 0.051
H -1.734902 -3.412476 1.169118 0.006 -0.339 -0.316
H -0.920351 -4.992093 0.887398 -0.319 0.283 -0.191
C 1.671463 -3.959520 -0.982940 0.295 0.378 0.238
C 2.295864 -3.838442 0.413345 0.118 -0.120 0.181
H 3.203697 -4.461541 0.444162 -0.315 0.190 0.070
H 1.624278 -4.202070 1.206382 0.146 0.055 -0.235
H 2.616495 -2.820531 0.663119 -0.115 -0.098 -0.081
C 1.675987 -0.254525 -0.355684 4.933 0.110 0.240
O 2.834421 -0.247191 -0.257479 -4.494 -0.023 -0.488
C -1.579836 4.709043 -1.390044 -0.130 -0.039 0.073
H -0.902422 5.459988 -0.944766 -0.484 -0.459 -0.322
H -1.377296 4.620581 -2.470790 -0.071 0.188 0.437
H -2.616754 5.071218 -1.263937 0.455 -0.090 -0.140
C -1.593089 -5.135207 -1.885814 -0.217 -0.147 -0.002
H -2.640051 -5.475495 -1.806315 0.393 0.098 -0.093
H -1.401093 -4.895497 -2.941125 -0.048 -0.174 0.295
H -0.947401 -5.975883 -1.584687 -0.399 0.463 -0.154
C 1.520983 -5.441504 -1.351781 0.019 -0.150 -0.058
H 2.521796 -5.905389 -1.326780 -0.369 0.193 0.007
H 0.885795 -5.990511 -0.633913 0.310 0.307 -0.306
H 1.125272 -5.582377 -2.364867 0.054 -0.031 0.257
C 1.534651 4.809515 -0.665458 0.151 0.264 -0.154
H 0.870047 5.311665 0.046538 0.110 -0.225 -0.130
H 2.540979 5.216608 -0.494369 -0.203 -0.172 -0.019
H 1.251994 5.095391 -1.681485 -0.049 0.010 0.112
H 2.354455 2.901603 -1.142926 -0.045 -0.016 0.023
H 2.386515 -3.512430 -1.700261 -0.233 -0.066 0.208
H -2.257449 2.678280 -1.108882 0.207 0.243 0.085
H -2.198006 -3.169430 -1.265246 0.080 -0.250 0.093
H -0.823028 -0.165806 -3.535080 -0.370 0.016 0.917
H -2.783248 -0.348638 0.261085 -0.255 0.115 -0.209
N -0.055916 -1.394130 1.671253 0.361 0.307 1.177
C -0.365537 -0.497482 2.760957 -0.527 1.574 0.080
N -0.269263 0.794426 2.620285 0.520 -1.214 -0.652
C -0.543487 1.460568 3.813878 -0.070 -0.540 -0.007
C -0.400746 2.832280 4.019868 -0.096 -0.172 0.255
C -0.685269 3.344834 5.285611 -0.027 -0.518 -0.441
C -1.112834 2.486157 6.317711 0.089 -0.465 -0.463
C -1.243104 1.106201 6.112358 -0.081 0.395 0.178
C -0.950848 0.605820 4.854300 0.008 0.105 -0.416
S -0.987389 -1.058576 4.280862 0.351 0.388 0.137
H -0.280593 -2.319248 2.051470 0.208 0.013 -0.724
H 0.972898 -1.360702 1.550913 -0.741 -0.327 0.229
H -0.056076 3.419734 3.170930 -0.153 0.125 0.482
H -0.579590 4.409199 5.458504 -0.028 -0.111 0.110
H -1.339778 2.897303 7.288511 0.000 0.018 0.090
H -1.561716 0.419411 6.890279 0.030 0.315 0.086
```
Positions in Å, forces in eV/Å.

Properties
Charge = +2
DFT total energy = -3085.1560 hartree
Highest occupied orbital energy (alpha / beta) = -13.6 / -13.6 eV
E_LUMO (alpha / beta) = -7.11 / -5.95 eV
HOMO-LUMO gap (alpha / beta) = 6.51 / 7.68 eV
Strongest force on any atom = 4.9 eV Å⁻¹
Spin multiplicity = 7

***

2.
The following is a DFT calculation (ωB97M-V/def2-TZVPD) of a molecular structure, C24H44N7O3P2Sr.

```
81
Properties=species:S:1:pos:R:3:forces:R:3
Sr 0.834994 -0.009381 -0.324595 0.603 -0.030 -0.025
C 0.831578 0.674566 2.844356 -0.011 -0.147 0.038
N 1.655949 -0.321073 2.148945 0.004 0.239 0.082
C 1.345208 -1.675430 2.610430 -0.023 -0.041 -0.028
C 3.083732 -0.024725 2.250327 -0.035 -0.025 -0.066
C 3.650047 0.219970 3.493074 -0.084 -0.001 -0.009
C 4.988105 0.546291 3.622046 0.049 -0.003 -0.048
C 5.751986 0.638288 2.464126 -0.024 0.002 0.017
C 5.202494 0.375778 1.224626 -0.010 0.022 -0.066
C 3.851563 0.002059 1.064201 0.093 -0.035 0.043
N 3.230576 -0.250803 -0.140957 -0.072 -0.002 -0.063
C 3.929031 -0.661626 -1.261794 0.050 0.023 0.060
C 5.148916 -1.367520 -1.241112 -0.022 -0.007 -0.026
C 5.778615 -1.773687 -2.402118 0.002 -0.011 0.048
C 5.228133 -1.507271 -3.649763 0.041 -0.013 0.008
C 4.009950 -0.853924 -3.699650 -0.067 0.015 0.037
C 3.360991 -0.456769 -2.539271 -0.043 0.024 0.067
N 2.053493 0.188905 -2.626403 -0.015 -0.197 0.015
C 1.092503 -0.602076 -3.400149 -0.013 0.114 -0.103
C 2.152899 1.561534 -3.125107 -0.031 0.049 -0.007
H 0.934204 0.633468 3.934548 -0.017 -0.012 0.002
H -0.227355 0.502254 2.610146 0.012 -0.010 0.004
H 1.110593 1.677134 2.519454 0.019 -0.013 -0.031
H 1.548173 -1.805637 3.679953 0.010 0.019 0.001
H 1.951766 -2.390834 2.055760 0.004 0.002 -0.005
H 0.287086 -1.890447 2.431425 -0.003 -0.009 0.007
H 3.024848 0.154759 4.376912 0.034 0.013 0.021
H 5.424076 0.736149 4.592728 -0.021 -0.002 0.009
H 6.794580 0.924696 2.524090 -0.002 0.000 0.015
H 5.821974 0.481596 0.344976 -0.010 0.002 0.006
H 5.593475 -1.614937 -0.287406 -0.005 -0.001 -0.007
H 6.714118 -2.313873 -2.325672 0.000 0.000 -0.030
H 5.733161 -1.813650 -4.555093 -0.024 0.007 -0.013
H 3.546034 -0.646065 -4.657531 0.036 -0.022 -0.021
H 1.331886 -0.652708 -4.467649 -0.013 0.000 -0.003
H 0.091422 -0.157939 -3.316969 0.023 0.027 0.002
H 1.052807 -1.623898 -3.018345 0.045 0.003 0.016
H 2.859150 2.114292 -2.507710 0.010 -0.005 0.005
H 1.177357 2.054282 -3.068965 -0.004 -0.014 0.003
H 2.495725 1.600073 -4.165427 0.008 -0.014 0.001
C -3.201120 -2.739721 -2.089138 -0.001 0.096 -0.001
N -3.338969 -1.598895 -1.177317 -0.123 -0.110 0.078
C -4.713157 -1.141225 -0.987604 0.063 -0.067 -0.052
P -2.212322 -1.377019 -0.009631 0.145 0.173 -0.049
O -0.878424 -1.805151 -0.500305 0.041 0.051 -0.002
O -2.284929 0.190957 0.294349 -0.231 0.053 0.031
P -2.047888 1.783300 0.078704 0.095 -0.285 -0.151
O -0.594371 2.011758 -0.137081 -0.068 -0.117 -0.048
N -2.597590 2.493495 1.415368 -0.102 0.206 0.158
C -3.987446 2.375570 1.843057 0.113 -0.068 -0.013
C -1.727365 3.257869 2.311590 -0.090 -0.099 -0.047
N -3.070216 2.138750 -1.150351 -0.095 0.240 0.064
C -2.889045 1.469554 -2.440226 -0.005 0.037 0.055
C -3.437193 3.554822 -1.312349 -0.035 -0.100 0.028
N -2.514369 -1.987764 1.478647 -0.110 -0.084 0.054
C -3.627964 -1.516449 2.298341 0.107 -0.019 -0.035
C -2.112209 -3.371450 1.756270 -0.017 0.097 -0.037
H -3.585950 -2.449738 -3.067971 -0.004 -0.027 -0.003
H -3.763112 -3.608185 -1.736719 -0.007 -0.008 0.001
H -2.151670 -3.001830 -2.187125 -0.010 -0.030 -0.019
H -5.136498 -0.901363 -1.964255 -0.028 0.025 0.025
H -4.732670 -0.239892 -0.377617 -0.023 0.020 0.000
H -5.337902 -1.908626 -0.522522 -0.016 0.013 0.011
H -4.554914 1.801363 1.112661 -0.051 0.028 0.008
H -4.440226 3.363934 1.940751 -0.020 -0.001 -0.005
H -4.038281 1.871886 2.811077 -0.038 0.023 0.006
H -0.723163 3.294959 1.902338 0.016 0.038 0.014
H -1.702646 2.782749 3.294289 0.030 0.032 0.018
H -2.112493 4.273055 2.418930 0.016 0.011 0.009
H -2.669590 0.414101 -2.298829 0.011 -0.036 -0.019
H -2.089625 1.939671 -3.020778 0.000 -0.010 -0.016
H -3.820760 1.554127 -3.000076 0.027 -0.037 -0.036
H -3.563230 4.021675 -0.339027 -0.003 0.048 -0.029
H -4.384699 3.606141 -1.847931 0.010 0.016 -0.012
H -2.678496 4.102368 -1.877116 -0.005 0.012 0.000
H -3.837022 -0.474032 2.073640 -0.056 0.016 0.037
H -3.343919 -1.591109 3.348920 -0.027 0.006 0.005
H -4.532778 -2.110019 2.141143 -0.006 0.003 0.004
H -1.257331 -3.635704 1.138981 -0.006 -0.040 0.011
H -2.931272 -4.070817 1.569249 0.012 -0.027 0.005
H -1.823040 -3.444934 2.805189 -0.003 -0.024 0.000
```
Positions in Å, forces in eV/Å.

Properties
Charge = +1
DFT total energy = -2263.4249 hartree
Highest occupied orbital energy = -8.4 eV
E_LUMO = -1.99 eV
HOMO-LUMO gap = 6.45 eV
Strongest force on any atom = 0.6 eV Å⁻¹

***

3.
The following is a DFT calculation (ωB97M-V/def2-TZVPD) of 2 unconnected molecules or ions with the total composition C24H45BF6N2O8P2 at a distorted geometry.

```
88
Properties=species:S:1:pos:R:3:forces:R:3
C -2.286669 -1.883672 1.384577 0.525 0.779 -0.101
C -1.072132 -1.927977 0.397199 -0.996 0.061 -0.161
C -0.739503 -3.353802 -0.168716 -0.024 1.039 -0.265
C 0.134667 -3.162504 -1.485781 -1.302 -2.193 -0.333
C 0.924935 -4.472038 -1.894435 -0.533 0.425 0.913
N 0.947880 -1.928168 -1.506795 0.585 2.422 -0.766
C 0.576892 -0.977925 -2.428676 0.035 0.876 -0.365
C 1.190102 0.289841 -2.587206 1.030 0.331 0.672
C 0.694534 1.330494 -3.619231 -0.620 0.181 0.319
C -0.772624 1.855896 -3.311300 -0.002 0.045 -0.618
C -1.797628 1.272678 -4.357333 -0.001 0.572 0.404
C -3.290472 1.475608 -3.918250 0.538 0.179 -0.398
O -3.600300 0.745006 -2.729658 -0.202 -0.348 -0.660
C -3.587238 -0.670550 -2.982351 0.742 0.211 -0.177
C 2.299047 0.635432 -1.724029 -0.325 -2.085 0.893
C 3.040107 1.997044 -1.766847 -0.994 1.245 1.028
O 3.796823 2.340648 -2.607522 0.506 -0.777 -0.604
O 2.740872 2.884577 -0.745203 -0.990 -1.129 -1.003
C 1.391361 2.762956 -0.306745 -1.811 0.069 1.379
O 1.009114 3.902355 0.451814 0.356 -1.336 -0.236
C 0.309879 3.497757 1.639678 -0.385 0.782 1.137
C -1.156569 3.014483 1.357512 -0.090 1.013 0.087
O -1.632469 2.076017 2.329430 -0.214 0.282 -0.589
C -3.033161 2.290063 2.541459 -1.001 -0.544 0.725
C -3.666470 1.152402 3.414564 0.614 -0.508 0.207
O -4.682409 0.445372 2.677337 0.552 0.116 0.628
C -5.059257 -0.742463 3.349705 -1.153 -1.708 -0.359
C -5.836381 -1.687407 2.334027 0.489 0.506 0.230
C 2.730717 -0.362291 -0.745235 -1.297 -0.896 -2.078
P 4.184313 0.058685 0.356605 0.120 1.574 2.476
N 3.829601 1.085312 1.513664 -1.260 -1.327 -1.757
C 1.998921 -1.626527 -0.683491 0.937 0.640 0.480
B 2.511377 -2.648696 0.458281 0.639 -1.315 1.307
O 1.739090 -3.022734 1.545116 0.856 0.640 -1.057
O 3.823375 -3.186018 0.430564 -1.831 0.080 -0.781
C 3.995501 -4.158967 -0.614227 1.681 -0.299 -0.537
H -3.249900 -2.201578 0.918169 0.854 -0.120 0.393
H -2.433865 -0.804745 1.656824 0.088 -0.953 -0.061
H -2.037963 -2.443789 2.315348 -0.447 0.252 -0.674
H -0.216289 -1.403198 0.877716 -0.411 -0.630 -0.299
H -1.364872 -1.295491 -0.489170 0.244 -0.452 0.724
H -1.721458 -3.800139 -0.478095 0.943 0.227 0.115
H -0.271125 -4.044842 0.563759 -0.178 0.652 -0.449
H -0.635618 -3.061472 -2.293623 0.888 0.526 0.631
H 1.769183 -4.267530 -2.586517 -0.651 -0.235 0.442
H 1.259754 -4.946751 -0.943947 0.166 0.196 -0.842
H 0.191900 -5.182084 -2.352206 0.668 0.659 0.261
H -0.294238 -1.206403 -3.080065 0.825 -0.034 0.645
H 1.359471 2.225687 -3.629630 -0.203 -0.973 0.061
H 0.693724 0.910550 -4.650681 0.177 0.154 0.723
H -1.070449 1.659383 -2.253241 0.113 -0.040 -0.813
H -0.756197 2.964621 -3.448839 -0.087 -0.802 0.271
H -1.636485 1.834786 -5.312228 -0.142 -0.583 0.616
H -1.545625 0.202145 -4.552213 -0.417 0.667 0.087
H -3.465624 2.567875 -3.738755 0.122 -0.976 0.152
H -3.992770 1.170554 -4.732867 0.539 0.154 0.433
H -2.614576 -1.065297 -2.574014 -0.943 -0.044 -0.211
H -3.579581 -0.863644 -4.085064 -0.206 -0.005 0.835
H -4.461550 -1.173755 -2.515784 0.648 0.462 -0.176
H 0.645819 2.660910 -1.139572 1.004 0.159 0.151
H 1.217367 1.876901 0.370635 0.591 0.427 -0.718
H 0.227025 4.429691 2.254712 0.245 -0.791 -0.541
H 0.898965 2.782416 2.267850 -0.427 0.258 -0.713
H -1.253060 2.652585 0.300935 -0.026 -0.074 0.770
H -1.816427 3.919852 1.457228 0.624 -0.638 -0.446
H -3.602229 2.295870 1.577396 0.476 0.123 0.619
H -3.199323 3.249566 3.098211 0.275 -0.535 -0.704
H -4.076323 1.544699 4.380916 0.145 -0.142 -0.816
H -2.896461 0.382896 3.701982 -0.288 0.884 -0.261
H -5.764610 -0.569861 4.203165 0.822 0.265 -0.400
H -4.185219 -1.340824 3.718989 -0.377 0.859 -0.171
H -5.493829 -2.743705 2.425830 -0.148 0.763 -0.054
H -6.934084 -1.687936 2.521266 0.792 0.210 -0.363
H -5.578594 -1.305645 1.316059 -0.489 -0.446 0.670
H 5.198459 0.557932 -0.531041 -0.466 -0.675 -0.080
H 4.720927 -1.095276 1.014031 -0.092 0.099 -1.229
H 2.833080 1.309522 1.458038 0.370 0.346 0.401
H 2.306285 -3.559165 2.132375 -0.337 0.241 -0.176
H 3.528088 -5.145211 -0.376598 0.062 0.892 -0.160
H 3.688944 -3.772327 -1.618240 -0.020 -0.308 0.829
H 5.098368 -4.343940 -0.691159 -0.953 0.145 0.109
F 6.974668 3.490939 5.305851 -0.148 1.167 1.001
P 6.122684 3.260501 3.936610 0.084 0.133 0.020
F 7.531073 2.493446 3.626204 0.311 -1.244 -0.998
F 5.461107 4.722221 4.232422 -1.249 0.337 1.025
F 4.947132 2.659267 4.896504 -0.101 -0.102 1.599
F 5.432049 2.120795 2.997820 0.318 0.195 -1.151
F 6.386446 4.078116 2.548202 1.235 -0.250 -1.116
```
Positions in Å, forces in eV/Å.

Properties
DFT total energy = -2959.5881 hartree
Highest occupied orbital energy = -8.7 eV
E_LUMO = -2.75 eV
HOMO-LUMO gap = 5.92 eV
Strongest force on any atom = 2.9 eV Å⁻¹